# 1
A molecular structure, C18H35AlBeBrClLi3MgN2NaO10P in a non-equilibrium geometry, computed with wB97M-V/def2-TZVPD.

The value obtained for the frontier orbital gap is 2.871 eV. For the molar mass, the calculation gives 689.9 g/mol. The charge is +1. The calculation puts the maximum force at 0.156 Eh/bohr. Its multiplicity is 1.

The geometry in XYZ format:
```
75
Properties=species:S:1:pos:R:3:lowdin_charge:R:1
C -3.404 1.428 3.714 -0.0770
C -3.036 2.295 2.382 -0.4352
N -2.400 3.443 2.534 0.0661
C -3.523 1.688 1.000 -0.1743
Al -1.956 1.272 -0.305 0.3069
C -0.860 -0.242 0.553 -0.2911
C 0.112 -1.009 -0.478 -0.2785
C 1.358 -1.772 0.182 -0.2228
C 2.144 -0.935 1.297 -0.1907
N 3.571 -1.455 1.399 -0.1412
C 3.808 -1.768 2.861 -0.1039
C 4.523 -0.384 0.956 -0.3830
C 4.872 -0.283 -0.617 -0.3197
O 4.983 0.410 1.848 -0.0988
C -0.938 3.022 -0.547 -0.1688
C 0.454 2.901 -1.336 -0.2294
O 0.298 3.182 -2.760 -0.0754
C 0.570 4.521 -3.086 -0.4212
C 1.378 4.749 -4.499 0.0116
O 0.208 5.530 -2.406 -0.3333
C -2.829 0.541 -2.004 -0.2159
C -2.032 0.854 -3.369 -0.1637
C -2.729 2.103 -4.074 -0.3925
O -3.241 3.053 -3.422 0.0433
O -2.864 2.207 -5.501 0.0178
H -4.107 2.085 4.329 0.0866
H -2.431 1.156 4.244 0.0559
H -4.002 0.505 3.379 0.0670
H -2.221 3.560 3.549 0.0328
H -4.238 2.349 0.408 0.0780
H -4.017 0.663 1.191 0.0536
H -0.347 0.177 1.489 0.0468
H -1.644 -1.034 0.924 -0.0571
H 0.494 -0.249 -1.235 0.0956
H -0.536 -1.794 -1.018 0.1091
H 2.104 -1.978 -0.677 0.1305
H 1.076 -2.817 0.581 0.0362
H 2.208 0.185 1.088 0.1206
H 1.648 -1.181 2.313 0.0811
H 3.251 -2.754 3.073 0.0779
H 4.936 -1.921 3.051 0.1136
H 3.455 -0.919 3.554 0.0958
H 4.931 -1.315 -1.106 0.0848
H 4.008 0.334 -1.075 -0.1002
H 5.883 0.230 -0.794 0.0661
H -0.673 3.396 0.517 0.0610
H -1.540 3.866 -1.028 0.0844
H 1.196 3.685 -0.914 0.1198
H 0.965 1.884 -1.220 0.1009
H 0.866 5.603 -5.108 -0.0504
H 2.461 4.989 -4.247 0.1234
H 1.280 3.763 -5.094 0.1275
H -2.915 -0.603 -1.886 0.0610
H -3.908 0.950 -2.044 0.0801
H -2.208 -0.047 -4.074 0.1184
H -0.903 0.944 -3.252 0.1016
H -2.096 1.739 -5.910 0.1065
Li 1.353 7.255 -5.666 0.8054
Cl 4.609 0.599 -2.809 -0.2072
Be -1.199 -2.903 1.374 0.6698
O -1.295 -6.896 4.724 -0.1933
P -2.357 -6.255 3.821 -0.0800
O -3.705 -6.248 4.545 -0.0571
O -2.488 -7.070 2.532 -0.0608
O -1.934 -4.813 3.483 -0.4804
Na -0.950 5.695 -5.063 0.5724
Li -0.681 -1.627 3.331 0.5695
Li 4.005 2.292 1.288 0.8414
C 0.604 -8.517 1.985 -0.2973
O 0.912 -7.339 2.557 -0.4397
H 0.885 -8.648 0.926 0.0778
H 1.046 -9.422 2.435 0.0802
H -0.464 -8.794 1.956 0.0743
Mg 1.053 -5.717 3.362 1.1759
Br -0.837 7.608 -2.105 -0.0892
```



# 2
A single C5H7ClN2O molecule in a non-equilibrium geometry, computed with wB97M-V/def2-TZVPD.

The value obtained for the frontier orbital gap is 10.372 eV. For the molar mass, the calculation gives 146.6 g/mol. Its SMILES is CN(C)C(=O)[C@@H](Cl)C#N. The calculation puts the maximum force at 0.084 Eh/bohr. Its multiplicity is 1.

The geometry in XYZ format:
```
16
Properties=species:S:1:pos:R:3:nbo_charge:R:1
C -1.683 1.058 -0.490 -0.4193
N -0.717 0.071 -0.273 -0.4361
C -1.282 -1.262 0.211 -0.4108
C 0.493 0.585 -0.042 0.7134
O 0.710 1.760 -0.197 -0.5920
C 1.862 -0.396 0.360 -0.4097
Cl 1.989 -1.608 -0.904 0.0092
C 3.003 0.428 0.402 0.2378
N 3.866 1.198 0.428 -0.2407
H -2.069 1.311 0.463 0.1878
H -1.126 1.963 -1.013 0.2601
H -2.492 0.668 -1.093 0.1956
H -0.667 -1.996 -0.301 0.2235
H -1.354 -1.458 1.266 0.2027
H -2.232 -1.317 -0.166 0.2081
H 1.699 -1.004 1.350 0.2704
```



> Which formula does entry 2 have?

C5H7ClN2O